No. 1
Density functional theory data (ωB97M-V/def2-TZVPD) for a 8-piece molecular cluster, C22H44Br6O6 overall at a distorted geometry.

For the energy relative to the best compared isomer or geometry (same formula, charge and spin), the calculation gives 334.1 kJ/mol. As for the total energy: -456064.6458 eV. As for the HOMO energy: -9.602 eV. Its total charge is 0. Its SMILES is CCOC(C)=O.CC(C)=O.CC(C)=O.CC(C)=O.CC(C)=O.BrCCBr.BrCCBr.BrCCBr.

XYZ file:
```
78
Properties=species:S:1:pos:R:3:lowdin_charge:R:1
C -5.60645 -3.33040 -7.05794 -0.03
O 5.69737 -7.63100 2.09345 0.06
C -5.63410 -1.98514 -7.76629 -0.50
O 3.11363 -0.15308 -10.49415 0.01
Br -1.24315 0.85964 0.78251 0.54
H 2.82848 -0.00953 -7.77507 0.08
H 4.32947 1.75819 8.53130 0.06
H -2.87775 -1.88420 -1.27931 0.05
C 4.71477 -0.15003 -12.18750 0.01
H -4.67558 -3.74650 -7.44321 0.09
H 5.81670 -7.85620 4.84778 0.10
H -6.49395 -3.92841 -7.26492 0.07
O 2.71362 1.18701 -12.33046 0.05
H 1.13648 7.23397 8.94467 0.07
H 3.45445 2.15874 6.13622 0.04
H -4.56798 5.23940 -0.40625 0.08
H 2.09419 -1.49918 -8.57586 0.07
H 5.99468 -5.01070 2.08792 0.08
H 5.24015 -0.97406 -11.70477 0.08
O -4.98651 -0.98566 -7.36769 0.02
H -6.88364 -2.91865 -9.00956 0.07
H 1.10011 -0.50659 -7.87279 0.07
H 1.67740 -5.38261 9.79121 0.05
C 5.25835 -5.35895 2.81225 -0.02
H -0.53719 -6.65509 9.87593 0.05
H -0.00095 8.29307 8.23136 0.08
H -5.91502 5.73125 -3.40052 0.09
H -1.71990 5.39933 6.16606 0.07
O -4.91769 8.02795 -1.78458 0.05
C 5.34064 -6.86794 2.96512 -0.52
H 3.43164 0.47640 6.34511 0.05
C 0.70865 -4.89036 9.87673 -0.65
H 5.41406 0.67731 -12.30841 0.09
C -0.36039 -5.80883 10.53977 -0.73
H -0.56607 -1.29354 -0.37921 0.06
H -6.20745 5.87566 -0.12945 0.10
C 1.94956 0.17393 -9.82386 -0.24
C 0.58515 7.39894 8.01897 -0.03
C -6.39174 -1.94607 -8.99457 -0.03
Br 0.11543 -4.41423 8.04023 0.56
H 1.09196 -0.29866 -10.30271 0.13
H 1.76398 1.24783 -9.84351 0.13
C 2.04487 -0.42301 -8.40997 -0.06
C -0.35613 6.17875 7.81504 -0.40
C -4.95591 5.98415 -2.94857 -0.03
C 3.38386 0.36286 -11.64856 -0.51
H 4.50062 -0.66485 -13.12409 0.08
H -2.21324 6.89138 6.98471 0.07
Br 5.82714 -0.12019 7.93831 0.59
C -1.35961 6.32921 6.60607 -0.03
H 4.29837 -5.11840 2.35545 0.09
H 4.50335 -6.57390 4.77091 0.07
C -1.48427 -1.02625 0.14381 -0.61
C 4.11767 1.32329 6.36041 -0.69
C -2.75341 -0.95929 -0.71612 -0.70
H -4.77258 6.91010 0.22349 0.09
C -5.07823 6.80849 -1.71498 -0.51
Br 5.27910 1.32196 4.74261 0.55
H -5.57447 -3.37680 -5.96940 0.08
H 5.69282 2.33886 7.47273 0.05
H -2.67260 -0.18283 -1.47683 0.05
H -1.68330 -1.69960 0.97753 0.05
C -5.18926 6.13491 -0.41958 -0.03
H 1.31221 7.70443 7.26653 0.08
H -0.98364 6.88596 5.74771 0.07
H 4.22252 -8.16999 4.16838 0.09
H 5.36773 -4.78256 3.73090 0.08
C 4.92468 1.58275 7.63517 -0.65
Br -1.99668 -4.86857 10.95943 0.61
H 0.04556 -6.32985 11.40686 0.06
Br -4.42373 -0.71076 0.33689 0.56
H -4.29088 6.32006 -3.74418 0.09
O -0.30161 5.11427 8.46676 0.03
H -4.45940 5.07712 -2.60379 0.07
C 4.99816 -7.41251 4.28101 -0.03
H 0.78590 -4.02085 10.52948 0.05
H -7.10528 -1.12335 -8.94903 0.11
H -5.63540 -1.95765 -9.77937 0.11
```

No. 2
Density functional theory data (ωB97M-V/def2-TZVPD) for a 2-piece molecular cluster, C6H16NS overall at a distorted geometry.

For the energy relative to the best compared isomer or geometry (same formula, charge and spin), the calculation gives 226.1 kJ/mol. As for the total energy: -18798.3168 eV. As for the HOMO energy: -13.711 eV. Its total charge is +1.

XYZ file:
```
24
Properties=species:S:1:pos:R:3:lowdin_charge:R:1
C -1.23539 0.33565 -1.23897 -0.06
H 1.61701 -0.70871 1.67497 0.08
C 1.37478 0.30447 1.40883 -0.03
C 0.03576 0.57724 0.69156 -0.57
N 0.03600 0.08974 -0.69490 -0.15
S 0.82382 -3.03925 -1.13379 0.61
C -0.29803 2.08163 0.58825 0.00
C -0.94079 -0.21668 1.52808 -0.04
H 0.24329 2.63691 1.39272 0.11
H -0.70820 0.20410 2.59019 0.14
H -1.34482 2.31863 0.67777 0.09
H -0.47441 -3.16214 -1.37310 -0.18
C 0.93702 -0.35679 -1.45073 0.00
H -2.04933 -0.15981 1.37938 0.10
H 1.94663 -0.40253 -1.12861 0.09
H -2.16986 0.10830 -0.61149 0.13
H 1.45660 0.86251 2.42147 0.13
H 1.18012 -4.00706 -2.10542 -0.10
H -1.51930 1.37685 -1.54472 0.12
H 0.18313 2.36955 -0.31452 0.08
H -1.29078 -0.08809 -2.31812 0.14
H 2.20033 0.59774 0.61796 0.12
H 0.68620 -0.49337 -2.51849 0.12
H -0.68979 -1.22887 1.46168 0.06
```

No. 3
Density functional theory data (ωB97M-V/def2-TZVPD) for one molecule with the formula C5H5NO.

For the energy relative to the best compared isomer or geometry (same formula, charge and spin), the calculation gives 627.0 kJ/mol. As for the total energy: -8796.9205 eV. As for the HOMO energy: -9.219 eV. Its total charge is 0.

XYZ file:
```
12
Properties=species:S:1:pos:R:3:lowdin_charge:R:1
C 2.02030 -0.11620 0.59680 -0.22
C 0.45370 0.87956 -0.66182 0.07
O 0.83756 0.48253 0.58549 -0.08
N -1.88353 0.68684 0.48426 0.05
C -1.53553 -0.45624 -0.31393 -0.12
H -1.34100 0.69328 1.34570 0.10
C 3.02467 -0.76991 0.58291 0.13
H -0.82705 -1.17823 0.09091 0.11
H 3.92155 -1.34618 0.55535 0.03
C -1.00094 0.92077 -0.66188 -0.31
H -2.30910 -0.86525 -0.95764 0.11
H -1.44101 1.43235 -1.51054 0.12
```

No. 4
Density functional theory data (ωB97M-V/def2-TZVPD) for one molecule with the formula C6H9NO2S at a distorted geometry.

For the energy relative to the best compared isomer or geometry (same formula, charge and spin), the calculation gives 435.5 kJ/mol. As for the total energy: -22783.8979 eV. As for the HOMO energy: -8.456 eV. Its total charge is 0. Its SMILES is CC1=CS[C@H](C)[C@H]1[N+](=O)[O-].

XYZ file:
```
19
Properties=species:S:1:pos:R:3:lowdin_charge:R:1
H 1.91244 1.04526 2.03724 0.12
H -0.26285 -0.41101 1.53688 0.19
H -2.34803 -1.98156 -0.39694 0.12
C -1.39399 -1.94266 -1.07700 -0.05
H 2.27891 2.39775 0.69507 0.09
O -2.29482 0.59321 1.32520 0.10
H 0.62528 1.62654 -0.69161 0.12
H 1.40684 -2.04092 -1.59644 0.08
C -0.22997 -1.10002 -0.57474 -0.22
H -1.02177 -2.94421 -1.24561 0.07
C -0.25985 0.12512 0.52208 -0.22
N -1.54988 0.73411 0.40224 -0.43
O -1.77056 1.43763 -0.53384 0.11
S 2.28544 0.00938 -0.56008 0.93
C 0.87408 1.01319 0.18744 -0.57
C 1.05068 -1.12966 -1.06711 -0.41
H 0.88827 2.47202 1.82899 0.04
C 1.48895 1.84687 1.27628 -0.12
H -1.67919 -1.75105 -2.06805 0.05
```

No. 5
Density functional theory data (ωB97M-V/def2-TZVPD) for C27H35KN6O8 as an isolated structure at a distorted geometry.

For the energy relative to the best compared isomer or geometry (same formula, charge and spin), the calculation gives 77.8 kJ/mol. As for the total energy: -70217.0890 eV. As for the HOMO energy: -3.159 eV. Its total charge is -2.

XYZ file:
```
77
Properties=species:S:1:pos:R:3:lowdin_charge:R:1
H 3.04584 2.78344 1.20724 0.08
H -3.19459 -2.99323 -0.36527 0.07
C -1.65794 4.30281 1.39608 -0.48
H -2.88005 4.05327 3.76679 0.11
C -1.94134 1.75476 -4.28429 -0.08
H 2.89454 -4.13032 0.91677 0.11
N -0.39392 -1.70595 -2.82781 0.03
C -1.89797 3.60203 3.80057 -0.02
H -2.09288 1.07108 -5.11036 0.09
O 1.84233 -1.04523 0.83762 -0.12
C 0.81106 -2.84986 1.92578 -0.10
H -1.74882 -3.29368 -4.39504 0.06
H 1.83226 3.67156 0.28801 0.08
C 0.93778 -1.00981 3.96141 -0.67
C -1.43072 3.90005 -3.38782 -0.03
H 3.32163 0.15736 -1.27103 0.08
O 1.18580 0.80675 -2.00257 0.00
O -1.20505 -2.06707 0.85431 -0.21
N 2.60658 2.00344 -0.69121 -0.18
H -4.17438 -2.38234 -1.71775 0.08
H 0.63878 2.46137 -0.90510 0.11
H 0.98524 -3.90708 2.13539 0.14
O 1.61791 -0.70761 4.96520 -0.05
H -1.52341 3.48473 -5.49399 0.09
O -1.39566 -3.45007 2.61208 -0.01
H 4.49498 -1.62706 1.08060 0.10
C -2.05370 1.29562 -2.97922 -0.14
H -3.99006 -4.13242 -1.47375 0.08
H -2.04512 2.82933 5.80078 0.10
H 0.34398 -2.05053 -2.21562 0.05
H -3.35637 -2.62496 -4.06795 0.07
H 2.20036 -2.67235 3.62133 0.14
C -1.28076 -4.25835 -1.83079 -0.05
C 3.70911 1.08859 -0.86661 -0.05
O -2.44958 5.23587 1.53007 0.01
C -1.62191 3.08725 -4.48964 -0.09
C 2.77235 3.12662 0.20572 -0.05
H -0.99083 -4.07608 -0.79369 0.07
H -3.07038 -4.36980 -3.88891 0.07
H 0.26582 1.80411 5.69432 0.10
C -2.62864 -3.37776 -3.75613 -0.07
C -3.48165 -3.16714 -1.40474 -0.05
K -0.58004 0.22492 1.39893 0.82
H 1.59631 2.17141 3.66119 0.10
C -0.14604 2.39781 4.89083 -0.07
C -1.34707 4.28018 -0.91277 -0.49
O -0.18135 -0.55182 3.63913 -0.15
H 4.17654 0.88918 0.10043 0.08
C 0.58737 2.56822 3.72844 -0.16
H 3.55093 3.80486 -0.15723 0.08
C 2.59020 -1.23708 2.05282 -0.26
C 1.53452 -2.44243 0.63349 -0.26
H 4.46730 1.49593 -1.54449 0.08
H -1.76285 -5.23850 -1.88478 0.07
O -1.15203 5.47078 -1.15836 0.01
N -1.86389 2.07218 -1.91215 0.13
C -2.24247 -3.15703 -2.29597 -0.64
C -0.75079 -2.75701 1.82168 -0.67
H -0.38891 -4.28543 -2.46142 0.07
C 1.61907 -2.00732 2.98290 -0.10
N -1.29225 3.64582 0.27566 0.13
N 0.12823 3.15721 2.62659 0.11
H 4.15373 -2.72506 2.42645 0.11
H 3.36221 -3.04522 -0.39764 0.10
C 2.93156 -3.08646 0.60466 -0.10
C -1.41997 2.94161 4.92269 -0.07
N -1.66013 -1.81821 -2.16112 -0.08
H -1.18616 4.95001 -3.46620 0.10
C 3.70691 -2.18405 1.59297 -0.11
H -1.53389 -1.63176 -1.16627 0.08
C 1.40383 1.75134 -1.25748 -0.31
C -1.10666 3.66075 2.65963 -0.22
H 2.92078 -0.27574 2.44286 0.15
C -1.55741 3.35312 -2.11280 -0.21
H -0.19863 -0.71314 -2.91192 0.03
H -2.29380 0.25583 -2.77861 0.08
H 0.93427 -2.55623 -0.26294 0.12
```

No. 6
Density functional theory data (ωB97M-V/def2-TZVPD) for one molecule with the formula C2H5NS2 at a distorted geometry.

For the energy relative to the best compared isomer or geometry (same formula, charge and spin), the calculation gives 147.3 kJ/mol. As for the total energy: -25314.2989 eV. As for the HOMO energy: -9.226 eV. Its total charge is 0. Its SMILES is C/N=C/SS.

XYZ file:
```
10
Properties=species:S:1:pos:R:3:lowdin_charge:R:1
H 3.73745 -1.57121 -1.04947 -0.16
H -2.61304 0.94974 -0.66320 0.10
H 0.38061 -0.88844 0.38094 0.04
N -0.68337 0.92521 -0.12083 -0.09
S 2.14698 0.66120 -0.21646 0.37
H -2.30583 0.89109 1.08437 0.06
H -2.20485 -0.54743 0.27982 0.06
C 0.31645 0.11680 0.00664 -0.46
S 3.22644 -1.01826 0.12935 0.24
C -2.00083 0.48128 0.16883 -0.16
```